Record 1
The following is a DFT calculation (wB97M-V/def2-TZVPD) of a molecular structure, C45H41BrN4RuSSb2.

Structure (XYZ):
```
95
Properties=species:S:1:pos:R:3:forces:R:3:lowdin_charge:R:1
Sb -1.615 1.171 -1.904 -0.1 0.2 -0.3 1.382
Sb -0.397 1.191 1.331 0.0 0.1 0.2 1.487
Ru -0.403 -0.671 -0.482 0.5 -0.2 0.2 0.456
Br -1.478 -2.362 -2.177 -0.3 -0.2 -0.4 0.808
S 1.634 -1.649 -2.289 -0.1 -0.1 -0.1 0.948
N 2.573 -1.227 0.203 -0.5 -0.1 0.1 0.030
N 1.270 -1.599 0.506 0.5 0.3 0.3 -0.177
N -1.205 -2.020 1.205 -0.1 0.0 0.0 -0.037
N 4.045 -0.739 -1.522 -0.2 -0.1 0.1 0.090
C 1.560 1.835 -2.116 0.1 0.0 -0.2 -0.173
C 2.360 -6.168 -1.732 -0.1 -0.1 0.0 -0.023
C -2.486 -2.336 1.469 0.1 0.0 -0.1 -0.199
C 3.364 -5.257 -1.687 0.1 0.2 0.0 -0.049
C 0.443 1.155 -4.145 0.2 0.0 0.0 -0.160
C -1.599 5.367 -3.191 0.0 0.0 0.0 -0.071
C 2.746 1.847 -4.221 -0.1 0.0 0.0 -0.076
C 2.721 0.300 4.227 0.0 0.0 0.0 -0.083
C 1.114 -2.312 1.633 -0.1 0.0 -0.1 -0.312
C 2.029 0.098 5.415 0.0 0.0 0.0 -0.070
C 1.786 -3.433 -2.011 -0.3 -0.1 0.0 -0.402
C -1.905 -3.543 3.436 -0.1 0.0 0.0 -0.074
C 1.608 1.379 -4.867 0.0 0.0 0.0 -0.069
C 0.019 -6.759 -1.976 0.1 0.0 0.0 -0.022
C -0.220 -2.543 2.020 0.0 -0.1 0.1 -0.251
C -2.441 1.170 1.929 -0.1 0.0 -0.1 -0.344
C 1.020 -5.754 -1.911 0.0 -0.1 0.0 -0.148
C -2.875 5.817 -2.879 0.0 0.0 0.0 -0.067
C -1.219 4.068 -2.881 -0.2 0.0 0.0 -0.133
C 0.641 0.697 3.088 0.0 -0.1 0.2 -0.378
C -2.900 -3.074 2.544 0.1 0.0 0.1 -0.078
C 0.690 -4.367 -2.024 -0.1 0.1 0.0 -0.160
C -3.780 4.962 -2.265 0.0 -0.1 0.0 -0.065
C -0.594 -3.291 3.173 0.0 0.0 -0.1 -0.022
C 2.030 0.589 3.058 -0.1 0.0 0.2 -0.139
C -0.042 5.496 0.403 0.0 -0.1 0.0 -0.067
C -0.712 -4.113 -2.144 0.2 0.1 0.2 -0.528
C -0.010 4.110 0.285 0.0 0.0 0.1 -0.130
C -1.660 -5.087 -2.203 0.0 -0.3 0.0 -0.133
C -3.381 0.801 -0.455 -0.1 0.0 0.2 -0.324
C -2.119 3.205 -2.250 -0.1 0.2 0.1 -0.372
C 0.644 0.186 5.442 0.0 0.0 -0.1 -0.071
C -0.241 3.306 1.395 0.1 0.1 0.0 -0.353
C 3.066 -3.892 -1.852 0.2 0.0 0.0 -0.090
C -3.343 1.672 0.798 -0.1 -0.2 0.0 -0.347
C -0.478 3.902 2.636 0.1 0.0 -0.1 -0.121
C -1.290 -6.446 -2.137 -0.2 0.1 0.0 -0.057
C 0.417 1.402 -2.773 -0.2 -0.2 -0.2 -0.446
C -0.053 0.490 4.279 0.1 0.0 0.0 -0.122
C -0.502 5.284 2.754 0.0 0.0 -0.1 -0.069
C 2.306 -2.871 2.341 0.0 0.0 0.0 -0.014
C 2.720 2.071 -2.851 0.0 0.0 0.0 -0.091
C -3.408 3.659 -1.957 0.2 0.1 -0.1 -0.127
C -0.290 6.081 1.634 0.0 0.0 0.0 -0.070
C 2.813 -1.135 -1.044 0.4 0.1 -0.1 -0.692
H 2.579 0.707 2.131 0.0 0.0 0.0 0.090
H 0.127 6.114 -0.472 0.0 0.0 0.0 0.107
H -0.314 7.160 1.728 0.0 0.0 0.0 0.109
H 4.627 -0.239 -0.868 0.0 0.0 0.0 0.104
H -0.439 0.796 -4.663 0.0 0.0 0.0 0.097
H -3.224 -1.972 0.762 0.0 0.0 0.0 0.084
H 2.956 -3.381 1.627 0.0 0.0 0.0 0.081
H -2.181 -4.114 4.314 0.0 0.0 0.0 0.107
H 1.624 1.194 -5.934 0.0 0.0 0.0 0.112
H -3.950 -3.284 2.692 0.0 0.0 0.0 0.099
H 3.605 2.435 -2.343 0.0 0.0 0.0 0.111
H -3.167 6.831 -3.119 0.0 0.0 0.0 0.110
H -2.707 0.166 2.254 0.0 -0.1 0.0 0.048
H 0.169 -3.660 3.843 0.0 0.0 0.0 0.102
H 3.650 2.038 -4.787 0.0 0.0 0.0 0.110
H -4.135 3.013 -1.485 0.0 0.0 0.0 0.080
H -3.089 2.706 0.556 0.0 0.0 0.0 0.086
H 2.572 -0.135 6.323 0.0 0.0 0.0 0.108
H -2.513 1.839 2.785 0.0 0.0 0.0 0.061
H 4.069 -0.406 -2.472 0.0 0.0 0.0 0.074
H 1.573 2.002 -1.048 0.0 0.0 0.1 0.069
H -0.680 5.738 3.721 0.0 0.0 0.0 0.110
H -4.239 0.975 -1.102 0.0 0.0 0.0 0.050
H 2.563 -7.228 -1.638 0.0 0.0 0.0 0.121
H 2.902 -2.079 2.798 0.0 0.0 0.0 0.068
H -4.373 1.706 1.173 0.0 0.0 0.0 0.122
H 3.885 -3.185 -1.864 0.0 0.0 0.0 0.097
H 2.028 -3.580 3.114 0.0 0.0 0.0 0.068
H -0.894 6.028 -3.680 0.0 0.0 0.0 0.111
H -4.779 5.306 -2.027 0.0 0.0 0.0 0.111
H -2.703 -4.814 -2.283 0.0 0.0 0.0 0.098
H 3.801 0.222 4.207 0.0 0.0 0.0 0.111
H -1.135 0.548 4.311 0.0 0.0 0.0 0.095
H -2.049 -7.215 -2.195 0.0 0.0 0.0 0.115
H 0.105 0.019 6.366 0.0 0.0 0.0 0.109
H -3.309 -0.261 -0.246 0.0 -0.1 0.0 -0.001
H -0.623 3.294 3.524 0.0 0.0 0.0 0.095
H -0.219 3.740 -3.127 0.0 0.0 0.0 0.089
H 0.190 3.674 -0.684 0.0 0.0 0.0 0.053
H 0.331 -7.793 -1.896 0.0 0.0 0.0 0.121
H 4.392 -5.567 -1.552 0.0 0.0 0.0 0.115
```
Forces are in eV/Å.

Computed properties:
2S+1 ... 6
Total charge ... +1
Gap between HOMO and LUMO (alpha / beta) ... 4.859 / 5.861 eV
Expectation value of S² ... 8.813
Energy relative to the best compared isomer or geometry (same formula, charge and spin) ... 41.35 kcal per mole
E_LUMO (alpha / beta) ... -2.69 / -4.26 eV

=====

Record 2
The following is a DFT calculation (wB97M-V/def2-TZVPD) of a molecular structure, C45H41N2OP3V in a non-equilibrium geometry.

Structure (XYZ):
```
93
Properties=species:S:1:pos:R:3:forces:R:3:lowdin_charge:R:1
V -0.291 0.793 1.126 2.1 5.2 -3.4 0.604
P -2.368 0.359 -0.215 0.3 -1.9 0.1 0.978
P -0.918 -1.368 1.568 -2.4 -2.6 -0.6 0.938
P 2.310 1.534 -0.981 -1.1 -1.0 1.5 0.913
O -1.440 2.865 2.026 2.0 -2.4 1.1 0.063
N -2.177 -1.291 0.318 1.6 1.0 1.1 -0.464
N 1.049 1.572 0.134 -1.5 -1.8 0.9 -0.265
C -1.838 1.542 -4.045 0.5 -0.7 0.1 -0.055
C -3.991 0.731 0.360 -0.7 0.8 1.0 -0.365
C -3.742 -0.032 -2.746 0.7 0.5 0.4 -0.064
C 2.264 5.427 -1.919 -1.4 0.5 0.0 -0.069
C -1.645 -2.147 3.069 -0.5 0.8 1.2 -0.325
C 1.288 -2.832 2.125 -0.2 0.0 1.0 -0.106
C 2.958 -0.200 -4.556 -0.3 0.8 0.5 -0.036
C 5.737 -0.443 -0.025 0.6 -0.7 -0.4 -0.054
C 3.717 0.790 -0.103 -0.3 0.3 0.1 -0.300
C -2.823 0.916 -4.779 0.0 0.7 -0.7 -0.058
C -2.189 -4.060 4.534 0.6 0.3 -1.4 -0.034
C -4.495 0.218 1.590 0.2 0.7 -1.4 -0.065
C -6.030 1.920 -0.042 -0.4 0.9 -1.2 -0.049
C -2.663 -3.197 5.494 -0.3 -0.1 0.6 -0.068
C 5.156 0.883 1.863 -0.4 1.4 1.1 -0.078
C 4.075 3.335 -1.963 -0.8 0.1 0.3 -0.075
C -6.504 1.435 1.150 -0.3 -0.1 0.0 -0.067
C 4.462 4.595 -2.386 1.2 -1.0 0.4 -0.046
C -0.677 2.080 2.611 -1.8 1.1 -1.2 -0.453
C 0.341 -2.557 1.117 1.2 -0.5 -0.2 -0.384
C 6.068 0.072 1.237 0.5 -1.0 -0.2 -0.063
C 1.733 -0.856 -2.180 0.3 -0.2 0.4 -0.102
C -2.697 -1.833 5.271 0.4 1.5 -0.4 -0.056
C 2.598 0.816 -3.669 -0.1 -0.1 0.7 -0.050
C -0.134 2.003 3.957 0.2 0.8 1.4 -0.039
C 3.554 5.631 -2.327 0.5 0.8 -0.6 -0.061
C -3.798 0.207 -4.116 -0.5 -0.9 1.1 -0.060
C -2.629 0.454 -1.998 0.4 0.1 -1.0 -0.353
C -3.107 -2.347 -0.036 -0.1 -0.1 -0.8 -0.114
C -2.214 -1.292 4.066 -0.1 -1.7 -0.2 -0.102
C -4.712 1.660 -0.413 0.4 -0.1 -0.1 -0.073
C 1.819 4.184 -1.492 1.0 0.2 0.1 -0.057
C -5.759 0.612 1.963 0.1 -0.2 0.9 -0.063
C -1.692 1.231 -2.684 0.1 0.4 -0.5 -0.101
C 4.557 -0.142 -0.708 0.6 0.5 1.3 -0.061
C -1.636 -3.520 3.338 0.1 -0.3 0.5 -0.061
C 0.435 -3.303 -0.060 0.2 -0.3 -0.2 -0.087
C 1.271 -4.425 -0.126 -0.4 0.3 0.5 -0.061
C 2.723 -1.534 -4.230 0.2 0.5 -0.7 -0.056
C 2.082 -3.967 2.102 -0.1 0.2 -0.5 -0.049
C 2.074 -1.867 -3.074 -0.8 -0.1 0.7 -0.061
C 2.020 -4.782 0.971 1.3 -0.5 0.5 -0.059
C 4.006 1.282 1.180 0.2 0.0 -0.5 -0.083
C 2.772 3.162 -1.481 -0.4 -0.2 -0.3 -0.326
C 2.055 0.474 -2.413 0.4 -0.1 -0.7 -0.313
H -3.199 -3.048 0.771 0.1 -0.5 0.3 0.077
H -0.829 1.638 -2.169 -0.1 0.0 0.2 0.070
H -3.905 -0.448 2.197 0.0 -0.2 0.0 0.076
H -4.577 -0.526 -2.260 0.2 -0.1 0.0 0.113
H -0.359 1.024 4.443 0.2 0.7 -0.5 0.096
H 5.374 1.318 2.875 -0.3 -0.6 -1.1 0.132
H -2.867 1.052 -5.869 -0.1 0.0 0.6 0.129
H 2.692 -5.658 0.920 -0.6 0.4 0.0 0.129
H -7.485 1.704 1.476 -0.5 0.1 0.0 0.114
H -0.043 -2.991 -0.974 -0.7 0.0 0.0 0.098
H -3.026 -3.573 6.449 0.0 0.0 -0.2 0.124
H -2.363 -0.262 3.843 0.1 0.8 0.1 0.070
H -4.648 -0.206 -4.618 -0.2 -0.1 -0.5 0.112
H 5.527 4.659 -2.632 -0.5 0.6 -0.3 0.126
H 2.733 1.878 -3.869 0.3 -0.3 -0.3 0.111
H -2.774 -2.826 -0.967 -0.1 -0.2 0.3 0.092
H 2.998 -2.319 -4.904 0.2 -0.2 -0.4 0.115
H -4.112 -1.952 -0.212 0.1 0.2 0.1 0.083
H 1.318 -1.095 -1.219 -0.2 -0.3 0.3 0.071
H 1.820 -2.913 -2.886 0.1 0.4 0.1 0.112
H -1.145 2.173 -4.589 0.2 0.0 0.4 0.113
H 1.296 -5.101 -0.960 -0.1 0.2 -0.5 0.113
H 4.313 -0.620 -1.637 0.1 0.0 -0.4 0.099
H 0.948 2.094 3.794 0.0 -0.3 0.3 0.100
H -2.218 -5.139 4.690 0.2 0.3 -0.1 0.122
H -6.746 2.487 -0.685 1.0 -0.2 0.6 0.135
H 1.365 -2.196 3.015 -0.3 -0.2 -0.3 0.119
H -0.424 2.851 4.609 -0.1 -0.5 -0.3 0.115
H 4.741 2.479 -1.961 0.2 0.2 0.0 0.114
H -3.045 -1.137 6.061 0.1 -0.6 -0.7 0.129
H 6.430 -1.120 -0.527 -0.1 0.1 0.3 0.115
H -6.189 0.329 2.920 0.2 -0.2 -0.1 0.121
H 7.005 -0.216 1.775 -0.9 0.3 -0.8 0.134
H 0.823 4.042 -1.110 -0.2 -0.1 0.0 0.099
H -1.114 -4.170 2.648 -0.2 -0.2 -0.1 0.107
H -4.164 2.139 -1.273 -1.3 -0.5 0.9 0.131
H 3.431 0.108 -5.470 0.1 -0.2 -0.4 0.114
H 1.586 6.289 -1.987 0.2 -0.5 0.3 0.125
H 2.732 -4.223 2.937 -0.1 0.2 -0.2 0.122
H 3.348 2.036 1.579 -0.1 0.1 0.3 0.093
H 3.796 6.647 -2.628 0.3 -0.2 0.0 0.123
```
Forces are in eV/Å.

Computed properties:
2S+1 ... 2
Total charge ... +2
Gap between HOMO and LUMO (alpha / beta) ... 6.882 / 7.451 eV
Expectation value of S² ... 0.846
Energy relative to the best compared isomer or geometry (same formula, charge and spin) ... 0.00 kcal per mole
E_LUMO (alpha / beta) ... -6.87 / -6.45 eV